Record 1
64
Properties=species:S:1:pos:R:3 method="wB97M-V/def2-TZVPD" homo_energy_ha=-0.2030 e_lumo_ev=-2.05 relative_energy_kcal_mol=0.0
Pd -0.03 0.22 0.04
Cl 2.01 -5.92 -3.34
C 1.51 -4.32 -2.85
C 1.29 -3.36 -3.79
C 0.89 -2.07 -3.43
I 0.60 -0.66 -4.93
C 0.70 -1.68 -2.10
O 0.36 -0.48 -1.82
C 0.91 -2.72 -1.10
N 0.70 -2.39 0.19
C 0.91 -3.28 1.13
C 1.34 -4.59 0.86
C 1.54 -4.96 -0.44
C 1.33 -4.03 -1.48
H 1.43 -3.60 -4.84
H 0.72 -2.96 2.15
H 1.50 -5.29 1.67
H 1.86 -5.96 -0.69
C 2.11 6.77 2.79
C 2.10 5.59 3.75
N 1.35 4.45 3.23
C 2.01 3.54 2.47
C 1.48 2.43 1.89
C 2.46 1.58 1.05
O 3.64 1.86 1.21
O 1.98 0.68 0.32
C 0.11 2.13 2.17
O -0.52 1.12 1.84
C -0.63 3.15 2.96
C -2.00 2.97 3.14
C -2.73 3.92 3.80
F -4.05 3.70 4.01
C -2.14 5.10 4.26
C -0.79 5.28 4.08
C 0.00 4.30 3.45
N -2.89 6.16 4.86
C -2.50 6.58 6.20
C -2.62 8.11 6.26
N -3.60 8.51 5.19
C -4.79 7.60 5.22
C -4.33 6.23 4.70
H 2.69 7.59 3.21
H 1.10 7.12 2.59
H 2.56 6.48 1.84
H 1.68 5.87 4.72
H 3.11 5.24 3.95
H 3.07 3.71 2.31
H -2.47 2.07 2.75
H -0.34 6.22 4.37
H -1.48 6.29 6.41
H -3.14 6.11 6.96
H -1.68 8.61 6.03
H -3.00 8.47 7.21
H -3.13 8.36 4.29
H -3.85 9.50 5.26
H -5.58 8.04 4.61
H -5.12 7.58 6.26
H -4.58 6.12 3.65
H -4.87 5.45 5.25
C -2.43 -1.14 0.50
O -1.93 -0.08 -0.24
H -3.53 -1.16 0.40
H -2.21 -1.06 1.58
H -2.06 -2.12 0.17

Record 2
23
Properties=species:S:1:pos:R:3 method="wB97M-V/def2-TZVPD" homo_energy_ha=-0.3247 e_lumo_ev=0.42 relative_energy_kcal_mol=77.5
O 1.83 -0.02 -1.30
C 1.16 -0.13 -0.32
C -0.31 0.46 -0.35
C -0.68 1.02 1.03
S -0.33 2.81 0.98
N -1.30 -0.66 -0.52
C -1.81 -0.85 -1.87
O -1.22 -2.05 -2.40
H 1.63 -0.43 0.68
H -0.40 1.13 -1.22
H -1.63 0.66 1.33
H -0.10 0.59 1.84
H -0.68 3.27 2.20
H -0.97 -1.54 -0.17
H -2.81 -1.30 -1.86
H -1.71 0.16 -2.42
H -0.26 -1.99 -2.55
H 0.61 -2.65 0.46
H -0.24 -2.83 1.79
O 0.43 -2.29 1.34
H 3.65 1.88 0.82
H 2.33 2.79 1.25
O 2.80 1.96 1.26

Record 3
10
Properties=species:S:1:pos:R:3 method="wB97M-V/def2-TZVPD" homo_energy_ha=-0.3260 e_lumo_ev=0.92 relative_energy_kcal_mol=99.1
C -0.74 0.88 0.74
C 0.47 -1.45 0.68
H 0.31 1.71 -1.97
H 0.36 -0.12 -1.41
H -1.66 0.96 1.26
H 1.35 -2.01 1.26
N 0.30 0.96 -1.28
N -0.38 1.53 -0.30
O -0.16 -0.41 1.37
O 0.16 -2.05 -0.34

Record 4
76
Properties=species:S:1:pos:R:3 method="wB97M-V/def2-TZVPD" total_charge=+1 homo_energy_ha=-0.4081 e_lumo_ev=-4.34
C 4.00 -2.20 3.09
N 5.49 -2.11 3.10
C 6.05 -3.51 2.93
B 6.01 -1.19 2.02
O 7.43 -0.88 2.05
N 5.08 -0.61 1.00
C 4.28 0.56 0.78
N 4.21 1.59 1.62
C 3.23 2.68 1.16
C 1.78 2.27 1.76
C 0.83 1.49 0.72
C -0.12 0.37 1.34
C -1.12 -0.46 0.44
C -1.22 -0.20 -1.10
C -0.27 0.90 -1.71
C 0.75 1.73 -0.82
P 5.00 1.89 3.14
O 4.64 0.86 4.25
O 4.63 3.42 3.85
O 6.71 1.97 2.86
N 3.61 0.31 -0.52
C 4.02 -0.94 -1.12
O 3.66 -1.58 -2.32
N 4.94 -1.44 -0.10
N 5.65 -2.62 -0.17
C 6.70 -2.58 -1.22
O 6.65 -3.11 -2.34
F 7.87 -1.79 -0.90
C 4.78 -3.81 -0.29
O 5.27 -4.95 -0.51
F 3.35 -3.79 -0.10
H 3.66 -3.03 3.83
H 3.46 -1.24 3.43
H 3.55 -2.47 2.05
H 6.35 -4.01 3.91
H 5.21 -4.17 2.47
H 6.90 -3.52 2.14
H 7.65 -0.68 2.99
H 3.50 3.72 1.56
H 3.23 2.80 0.00
H 1.99 1.53 2.63
H 1.28 3.19 2.26
H -0.10 0.14 2.47
H -1.78 -1.26 0.96
H -1.99 -0.80 -1.72
H -0.36 1.07 -2.84
H 1.42 2.52 -1.33
H 5.15 4.07 3.29
H 6.86 1.76 1.90
H 2.95 -2.26 -2.14
O -7.24 2.37 -2.78
P -7.03 0.91 -2.37
O -6.23 1.24 -0.95
C -6.95 1.86 0.11
C -7.84 0.86 0.83
O -5.69 0.66 -3.33
C -5.48 1.51 -4.46
C -4.67 2.74 -4.09
O -6.86 -0.75 -1.94
C -7.99 -1.53 -1.58
C -9.31 -1.09 -2.19
H -7.52 2.70 -0.26
H -6.21 2.24 0.81
H -8.68 0.57 0.19
H -8.27 1.30 1.73
H -7.29 -0.04 1.10
H -6.44 1.78 -4.92
H -4.94 0.93 -5.21
H -4.98 3.19 -3.14
H -4.74 3.50 -4.87
H -3.61 2.47 -3.97
H -8.07 -1.56 -0.50
H -7.79 -2.56 -1.90
H -9.47 -0.01 -2.13
H -10.14 -1.59 -1.69
H -9.35 -1.36 -3.25

Record 5
9
Properties=species:S:1:pos:R:3 method="wB97M-V/def2-TZVPD" total_charge=+1 homo_energy_ha=-0.6284 e_lumo_ev=-5.91 relative_energy_kcal_mol=145.9
C 0.53 -0.15 0.25
C -1.13 0.58 -1.32
C -0.24 -0.54 -1.06
C -0.03 1.01 -0.60
O 1.85 -0.18 0.31
O 0.09 0.50 -1.96
H 0.11 -0.29 1.12
H -2.23 0.74 -1.85
H 2.07 -0.59 1.11

Record 6
42
Properties=species:S:1:pos:R:3 method="wB97M-V/def2-TZVPD" homo_energy_ha=-0.3259 e_lumo_ev=-0.56 relative_energy_kcal_mol=368.6
C 1.38 2.13 -0.72
H 1.61 2.75 -1.55
O 2.44 1.28 -0.26
C 3.56 2.19 0.26
C 4.69 1.25 0.94
N 3.86 0.69 2.04
C 3.70 1.27 3.30
O 4.46 1.73 3.91
C 2.50 0.38 4.12
H 2.37 0.90 5.00
H 2.48 -0.63 4.36
C 1.27 0.76 3.41
O 0.81 1.85 3.13
N 0.69 -0.17 2.49
N -0.14 -0.06 1.54
C -0.58 -0.75 0.79
C -1.60 -0.60 -0.36
C -2.02 -1.61 -1.06
C -3.14 -1.63 -1.96
C -3.69 -0.15 -2.05
C -3.15 0.72 -1.26
C -2.27 0.74 -0.19
H -2.00 1.40 0.41
H -3.75 1.92 -1.30
H -4.39 -0.36 -2.70
C -3.50 -2.70 -2.87
O -2.85 -3.71 -2.93
O -4.51 -2.43 -3.59
C -4.82 -3.26 -4.53
H -5.25 -4.18 -4.01
H -5.68 -3.06 -5.08
H -3.93 -3.84 -5.17
H -1.65 -2.70 -0.95
H -0.06 -1.88 0.73
H 1.24 -1.08 2.46
H 2.88 0.06 1.80
H 5.10 0.49 0.42
H 5.16 2.20 1.64
H 3.09 2.96 1.05
H 4.08 2.89 -0.30
H 0.69 1.46 -1.23
H 0.90 2.82 0.28